The following is a quantum chemistry calculation of a cluster of 2 separate species, C12H24O2 in total, from the OMol25 dataset.

Atoms and positions in Å:
C (1.65976, 3.04436, -1.33814)
C (2.47374, 1.70749, -1.58025)
C (2.76808, 0.91615, -0.19030)
C (1.59665, 0.54821, 0.44490)
C (1.99515, -0.41218, 1.41435)
C (0.78617, -0.61371, 2.50364)
C (-0.37760, -1.21667, 1.81878)
C (-1.41660, -0.59037, 1.30178)
C (-2.59575, -1.27416, 0.69463)
C (-2.39609, -2.03260, -0.58754)
C (-1.55092, -1.34239, -1.42870)
C (-2.13973, -0.06215, -1.90773)
O (-1.81489, 1.13884, -1.95114)
O (-3.49116, -0.18857, -2.47799)
H (-3.81506, 0.60567, -2.84109)
H (-0.57129, -0.90633, -1.23243)
H (-1.60443, -1.75817, -2.63794)
H (-3.30496, -2.28910, -0.95617)
H (-1.84312, -3.05600, -0.22380)
H (-3.16123, -1.79608, 1.55557)
H (-3.34745, -0.50003, 0.40797)
H (-1.04086, 0.33526, 0.82026)
H (-1.87205, 0.05060, 2.32844)
H (0.00257, -1.88218, 1.12320)
H (-0.74112, -2.44226, 2.52491)
H (0.30637, 0.15149, 2.98117)
H (1.11270, -1.25411, 3.19468)
H (2.34688, -1.44037, 1.34695)
H (2.75571, 0.19734, 2.31526)
H (0.93436, 0.13534, -0.23424)
H (1.10614, 1.32815, 0.95422)
H (3.61900, 0.10566, -0.49943)
H (3.42469, 1.69250, 0.48056)
H (3.59373, 2.10679, -2.10106)
H (2.14533, 1.11572, -2.26508)
H (1.63550, 3.44898, -2.12886)
H (2.20208, 3.51342, -0.69624)
H (0.61972, 2.91549, -0.93311)

Atoms 1-6, force components in eV/Å:
-2.694 -10.051 6.629
5.229 5.024 4.645
7.534 4.393 -4.909
-0.812 -1.357 0.658
-0.437 0.461 9.713
0.091 0.069 -4.425

Computed properties:
- energy above the lowest of the compared OMol25 structures with the same formula, charge and spin (kcal per mole) = 250.7
- M (g mol⁻¹) = 200.32
- frontier orbital gap (eV) = 9.77